Density functional theory data (wB97M-V/def2-TZVPD) for a cluster of 5 separate species, C24H46FNO7S4 in total at a distorted geometry.

The calculation puts the largest force on an atom at 1.92 eV/A. As for the HOMO energy: -8.53 eV.

Geometry (Å):
C: -3.08989 -2.04894 4.38745
C: -2.67602 -1.45111 3.03721
N: -2.19365 -2.51352 2.11261
C: -0.72266 -2.51911 2.00832
C: -0.04876 -3.51776 2.97776
C: 1.47544 -3.41381 2.76732
F: 1.98251 -4.69834 2.83463
O: 2.16603 -2.70463 3.76659
C: 1.86480 -1.35286 3.80075
O: 0.85971 -0.93204 4.32467
C: 2.85429 -0.32944 3.20677
C: 3.18050 0.65436 4.33637
C: 3.89201 0.13184 5.40378
C: 4.21485 0.90110 6.49942
C: 3.80937 2.22530 6.51305
C: 3.11303 2.74131 5.45072
C: 2.77649 1.97893 4.33720
C: 1.97211 2.58176 3.20163
C: -2.67645 -2.10272 0.78895
C: -2.00270 -0.92604 0.05207
O: -3.57778 -2.70725 0.26100
H: -2.26069 -2.60409 4.84330
H: -3.94656 -2.72293 4.27971
H: -3.36275 -1.26728 5.10999
H: -1.96238 -0.62313 3.17220
H: -3.56818 -1.01094 2.56346
H: -0.39469 -2.81854 0.99948
H: -0.31736 -1.50349 2.15316
H: -0.43220 -4.53376 2.86527
H: -0.26393 -3.18631 4.00118
H: 1.68730 -3.06513 1.74444
H: 3.76724 -0.82340 2.84962
H: 2.40283 0.19646 2.36068
H: 4.18162 -0.92052 5.39871
H: 4.75081 0.41906 7.31337
H: 4.02620 2.85158 7.37655
H: 2.76856 3.77533 5.46496
H: 1.26944 1.86098 2.76858
H: 1.38108 3.42890 3.55530
H: 2.66530 2.94417 2.43285
H: -2.73646 -0.49996 -0.63279
H: -1.74492 -0.16665 0.80291
H: -1.09216 -1.23682 -0.46579
C: -3.05603 2.55544 -1.97738
S: -1.70916 1.46174 -2.45746
O: -0.62700 1.61928 -1.44342
C: -1.22221 2.38566 -3.91263
H: -3.48817 2.17934 -1.05109
H: -2.67389 3.56422 -1.81829
H: -3.81671 2.55732 -2.75822
H: -0.95608 3.40661 -3.62951
H: -2.03924 2.39110 -4.62704
H: -0.36274 1.89456 -4.35504
C: -2.42717 -1.86976 -5.95287
S: -1.33340 -0.62749 -6.64469
O: -1.63947 0.66476 -5.95855
C: -2.10926 -0.57391 -8.26301
H: -2.14159 -2.03367 -4.91475
H: -3.45859 -1.51822 -5.99695
H: -2.31619 -2.79796 -6.51387
H: -3.16172 -0.30841 -8.15891
H: -2.00814 -1.54920 -8.74109
H: -1.59992 0.18073 -8.86029
C: 0.70311 7.45340 3.20145
S: 2.42418 6.94911 3.06314
O: 2.48395 5.49629 3.37530
C: 2.99840 7.83222 4.52135
H: 0.14429 6.97604 2.39870
H: 0.30109 7.13712 4.16446
H: 0.63236 8.53651 3.09889
H: 2.44938 7.49174 5.39982
H: 2.85567 8.90348 4.37730
H: 4.05845 7.62188 4.64999
C: 1.05501 -4.94269 -8.49142
S: -0.66593 -5.08881 -8.98986
O: -1.43376 -4.06722 -8.22469
C: -0.96133 -6.67607 -8.20010
H: 1.43324 -3.98780 -8.85154
H: 1.12962 -4.97817 -7.40430
H: 1.63178 -5.75309 -8.93735
H: -0.75807 -6.60091 -7.13160
H: -0.32133 -7.43196 -8.65532
H: -2.00481 -6.94378 -8.35461

Cartesian forces, eV/Å:
C 0.18 0.16 0.23
C -0.76 -0.34 0.48
N 0.54 1.35 -1.24
C 0.45 -0.69 0.30
C -0.04 1.55 0.40
C -1.00 -1.64 -0.05
F 0.29 0.32 0.04
O 0.10 0.73 -0.52
C -0.89 1.49 0.14
O 0.70 -0.95 -0.37
C 0.33 -0.48 0.50
C 0.16 -0.68 -0.73
C 0.22 -0.39 0.19
C 0.08 -0.35 0.07
C 0.39 0.09 0.80
C -0.53 0.78 -0.36
C -0.43 -0.05 -0.25
C 0.07 -0.16 0.26
C -0.25 -0.77 -0.89
C -0.47 -0.10 1.21
O 0.25 0.34 0.45
H -0.18 0.06 -0.18
H 0.23 0.08 -0.09
H 0.02 -0.06 -0.27
H 0.10 -0.33 -0.07
H 0.14 -0.04 0.25
H -0.44 -0.01 0.13
H 0.00 -0.25 0.10
H 0.26 0.13 -0.29
H 0.08 -0.25 -0.15
H 0.31 0.29 0.32
H -0.22 0.07 0.11
H -0.14 -0.31 0.14
H -0.04 0.19 -0.10
H -0.06 0.36 0.01
H -0.02 -0.07 -0.17
H 0.16 -0.15 0.03
H 0.23 0.08 0.02
H 0.26 -0.08 -0.09
H -0.33 0.00 0.00
H 0.23 -0.22 -0.08
H 0.19 -0.03 -0.36
H -0.23 0.12 0.00
C -0.06 0.10 0.08
S 0.04 0.01 -0.21
O -0.06 0.05 0.05
C 0.11 0.55 0.24
H 0.05 -0.05 -0.01
H 0.07 -0.03 -0.01
H 0.03 -0.04 -0.02
H -0.02 -0.06 0.20
H 0.02 -0.09 -0.01
H -0.07 -0.09 0.00
C -0.11 -0.12 0.07
S -0.02 -0.17 -0.05
O -0.11 -0.34 -0.34
C -0.07 0.00 -0.17
H 0.04 0.09 -0.01
H 0.04 0.09 -0.01
H 0.08 0.05 -0.05
H 0.02 0.02 0.08
H 0.04 -0.04 0.10
H 0.04 0.02 0.08
C -0.12 0.02 0.07
S 0.06 0.07 -0.09
O -0.02 0.22 0.11
C -0.01 0.05 0.13
H 0.08 -0.03 -0.02
H 0.06 -0.04 0.00
H 0.04 -0.01 -0.02
H -0.02 -0.05 -0.04
H 0.00 -0.01 -0.04
H -0.02 -0.04 -0.07
C 0.09 0.02 0.10
S 0.06 -0.08 -0.13
O 0.03 0.04 0.08
C -0.02 -0.07 0.12
H -0.08 0.00 -0.03
H -0.07 0.01 0.00
H -0.04 0.00 -0.03
H 0.01 0.07 -0.02
H 0.00 0.03 -0.04
H 0.01 0.07 -0.05